No. 1
The following is a quantum chemistry calculation of a cluster of 3 separate species, C4H6F2 in total, from OMol25.

XYZ file:
```
12
Properties=species:S:1:pos:R:3:forces:R:3
C -0.616 1.194 -0.160 -4.5 1.2 1.4
C 0.193 -0.057 -0.340 4.7 0.4 2.6
C -0.506 -1.332 0.018 -3.6 2.0 -0.5
C 1.582 -0.001 -0.061 -3.1 0.4 -2.0
H -0.967 1.736 -1.199 0.8 -1.4 2.9
H -0.490 2.429 0.871 0.3 -3.8 -2.9
H -1.639 0.369 0.448 2.0 4.1 -2.0
H -1.144 -1.036 0.940 1.1 -0.8 -1.0
H -1.359 -1.564 -0.747 2.0 -0.4 1.1
H 0.215 -2.004 0.341 0.8 -2.2 -0.1
F 2.563 -0.889 -0.138 -1.0 -0.8 0.3
F 2.168 1.154 0.026 0.4 1.3 0.2
```
Positions in Å, forces in eV/Å.

The LUMO energy is 0.43 eV. The value obtained for the HOMO-LUMO gap is 9.4 eV.

natural (NBO) population analysis, charges in e, atoms 1 to 4: -0.598, -0.257, -0.613, 0.773

---

No. 2
The following is a quantum chemistry calculation of a structure of composition C50H37N8O3PSc, from OMol25.

XYZ file:
```
100
Properties=species:S:1:pos:R:3:forces:R:3
Sc 0.031 -0.323 0.887 -0.2 0.1 -0.2
C -1.171 3.838 -5.012 -1.1 -0.7 0.3
C 0.187 4.077 -4.915 0.0 -1.4 0.8
C 0.954 3.268 -4.068 0.6 0.3 0.7
C 0.366 2.333 -3.220 -0.7 0.8 -1.5
C 0.871 1.474 -2.134 0.2 0.1 -0.1
N -0.054 0.695 -1.654 -0.3 0.3 -0.4
C -1.231 0.848 -2.543 1.1 2.0 -0.4
N -2.173 0.039 -2.729 -0.6 -0.7 1.1
C -1.919 -1.082 -1.831 -0.3 -1.4 -0.8
C -1.617 -2.429 -2.512 0.7 0.2 -0.3
C -1.497 -2.689 -3.879 -0.2 0.5 1.0
C -0.824 -3.845 -4.303 0.4 -0.3 1.7
C -0.222 -4.683 -3.322 0.4 0.2 -0.5
C -0.351 -4.433 -1.914 -0.1 0.2 -2.4
C -1.060 -3.324 -1.561 -0.5 0.1 0.2
C -1.503 -3.071 -0.130 -0.8 1.0 0.3
N -0.975 -3.977 0.807 0.1 -1.2 0.0
C 0.133 -3.628 1.285 0.7 -0.6 0.7
N 0.862 -2.464 1.049 1.3 1.6 0.0
C 2.100 -2.584 1.531 -1.4 -1.3 -0.5
N 3.123 -1.736 1.446 0.6 -0.4 -0.1
C 3.204 -0.787 0.544 -0.1 0.7 0.6
N 2.258 -0.323 -0.295 -0.4 0.3 -0.3
C 2.748 0.783 -0.958 1.0 -0.6 0.1
N 2.187 1.627 -1.782 -0.1 -0.8 0.6
C 4.220 0.923 -0.613 0.4 -0.8 1.1
C 5.274 1.703 -1.063 -1.1 0.5 -0.1
C 6.474 1.565 -0.399 1.4 -0.2 -0.1
C 6.770 0.592 0.552 -1.1 1.0 0.1
C 5.712 -0.182 1.016 0.2 -0.8 0.6
C 4.468 -0.008 0.437 -0.4 0.5 -1.6
C 2.217 -3.920 2.215 1.1 2.0 0.0
C 3.254 -4.392 2.968 0.4 -0.7 0.1
C 3.012 -5.565 3.694 0.2 0.4 -0.2
C 1.761 -6.151 3.612 -1.7 0.0 -0.7
C 0.688 -5.666 2.772 1.9 -0.3 1.6
C 0.987 -4.500 2.132 -1.3 -0.5 -0.4
N -1.476 -1.708 0.375 1.0 1.1 -0.2
C -0.980 2.059 -3.400 -0.5 -0.2 -0.2
C -1.775 2.793 -4.306 0.3 -0.6 1.1
H -1.848 4.395 -5.640 0.3 0.4 -0.2
H 0.655 4.818 -5.503 0.4 0.7 -0.5
H 2.026 3.379 -3.992 0.1 0.3 -0.1
H -1.886 -1.931 -4.574 0.2 -0.5 0.2
H -0.750 -3.995 -5.371 0.3 -0.4 0.0
H 0.465 -5.488 -3.652 -0.7 0.4 0.2
H 0.074 -5.051 -1.142 0.2 -0.3 -0.1
H 5.158 2.460 -1.849 -0.1 -0.4 0.4
H 7.281 2.233 -0.631 0.3 0.3 -0.4
H 7.747 0.613 1.018 -0.1 -0.3 0.0
H 5.882 -0.895 1.839 -0.4 0.3 -0.6
H 4.215 -3.892 2.979 -0.1 0.1 0.1
H 3.797 -5.960 4.345 -0.4 0.0 -0.2
H 1.519 -6.963 4.264 0.1 -0.6 0.2
H -0.306 -6.090 2.765 0.1 -0.1 0.0
H -2.855 2.587 -4.365 0.7 0.1 -0.1
O -2.163 0.306 4.532 0.0 -0.4 0.2
C -1.894 0.351 3.335 -1.3 1.1 1.0
O -0.922 -0.173 2.756 0.9 -0.9 -0.8
C -2.793 1.341 2.527 -0.1 0.7 0.2
P -2.540 1.150 0.736 1.4 -0.1 0.2
C -3.426 -0.359 0.355 -1.4 -0.2 -0.8
C -2.636 -1.365 -0.447 0.4 -0.3 0.7
C -3.015 -2.851 -0.279 -1.1 -1.1 -2.2
C -3.863 -3.170 0.856 -0.5 -0.4 0.5
C -4.645 -2.257 1.425 0.0 1.4 -0.1
C -4.444 -0.778 1.134 0.6 -1.2 0.0
C -3.177 2.651 -0.065 -1.5 -1.9 -0.2
C -4.549 2.824 -0.314 -0.6 0.7 -0.4
C -4.966 3.949 -1.053 0.2 -1.4 0.4
C -3.988 4.773 -1.544 0.7 1.7 0.0
C -2.636 4.690 -1.239 -0.9 -2.5 0.0
C -2.247 3.480 -0.607 2.6 3.0 0.4
H -2.369 2.333 2.834 -0.7 -0.6 -0.3
H -3.863 1.286 2.825 0.9 0.1 0.1
H -0.896 -0.934 -1.507 -0.5 0.0 0.2
H -3.468 -3.408 -1.167 0.3 0.7 0.7
H -3.880 -4.239 1.103 -0.2 0.5 0.2
H -5.331 -2.528 2.213 -0.1 0.0 0.1
H -4.947 -0.027 1.742 0.0 -0.5 0.1
H -5.289 2.073 -0.005 0.5 0.3 0.1
H -6.000 4.185 -1.307 0.2 -0.4 0.2
H -4.279 5.602 -2.154 -0.3 0.5 -0.3
H -1.951 5.412 -1.629 0.4 0.2 -0.1
H -1.135 3.373 -0.377 -1.6 -0.3 -0.4
C 0.381 3.457 2.235 0.2 0.5 -0.3
C 1.394 2.316 2.303 0.4 -0.5 -0.2
C 1.495 1.884 3.765 -0.4 -0.8 0.5
C 2.740 2.836 1.852 -0.3 -0.9 -2.2
O 1.014 1.191 1.532 0.4 1.6 0.4
H 0.474 4.124 3.088 0.2 0.0 0.4
H -0.562 2.959 2.343 -0.8 0.2 -0.4
H 0.475 4.161 1.377 -0.3 -1.0 0.1
H 1.888 2.604 4.503 -0.1 0.1 -0.6
H 2.130 0.994 3.820 0.0 0.0 0.0
H 0.489 1.573 4.091 0.3 0.1 0.1
H 2.842 3.743 2.373 0.8 1.4 0.4
H 2.801 2.954 0.725 -0.4 0.4 1.2
H 3.540 2.145 2.044 0.5 -0.4 0.6
```
Positions in Å, forces in eV/Å.

The LUMO energy is 0.88 eV. Its net charge is -1. The value obtained for the HOMO-LUMO gap is 5.3 eV.

Löwdin population analysis, charges in e, atoms 1 to 4: 0.940, -0.095, -0.080, -0.010

---

No. 3
The following is a quantum chemistry calculation of an isolated molecule of C10H4N4S2, from OMol25.

XYZ file:
```
20
Properties=species:S:1:pos:R:3:forces:R:3
C 1.660 -0.823 -1.327 -0.5 -0.4 -0.1
C 2.003 -1.468 -0.127 1.3 0.1 0.3
C 1.584 -0.911 1.103 -1.6 1.3 -2.2
C 0.691 0.217 1.209 0.0 -0.3 -2.4
C 0.247 0.793 2.451 -1.4 2.4 -4.0
C -0.546 1.942 2.381 -0.3 -0.2 -0.8
C -0.967 2.417 1.122 0.2 1.0 0.2
C -0.518 1.918 -0.089 0.4 -1.3 3.3
C 0.290 0.766 -0.079 0.0 0.0 2.4
C 0.711 0.228 -1.295 2.8 -2.2 0.8
N 0.318 0.685 -2.487 -3.6 1.6 -4.3
S -0.882 1.770 -2.670 4.4 -0.6 5.3
N -0.878 2.506 -1.215 -3.2 1.6 -5.9
N 0.578 0.396 3.642 4.4 -4.1 5.0
S 1.783 -0.769 3.794 -2.8 1.0 -6.1
N 2.080 -1.409 2.198 1.9 -0.8 7.8
H 2.072 -1.178 -2.310 -0.7 0.4 1.1
H 2.786 -2.301 -0.087 -1.4 1.3 -0.1
H -0.854 2.480 3.288 0.2 -0.5 -0.4
H -1.573 3.325 1.081 0.1 -0.3 0.0
```
Positions in Å, forces in eV/Å.

The LUMO energy is -2.81 eV. The value obtained for the HOMO-LUMO gap is 3.1 eV.

natural (NBO) population analysis, charges in e, atoms 1 to 4: -0.194, -0.242, 0.082, 0.005

---

No. 4
The following is a quantum chemistry calculation of a cluster of 6 separate species, H12O6 in total, from OMol25.

XYZ file:
```
18
Properties=species:S:1:pos:R:3:forces:R:3
O -1.357 -2.022 -2.109 -1.6 -2.1 0.3
H -1.982 -2.589 -1.542 1.6 1.7 -1.1
H -0.963 -1.331 -1.593 0.0 0.4 0.9
O 1.205 0.638 -2.041 -0.5 1.1 0.9
H 0.724 0.564 -2.851 0.0 -0.4 -0.9
H 1.985 0.113 -1.991 0.7 -0.7 -0.6
O 1.372 2.242 2.530 0.5 -1.9 1.7
H 1.020 1.801 1.769 -0.7 0.1 -1.6
H 1.447 1.397 3.066 0.1 1.8 -0.3
O -3.015 1.224 0.442 1.2 0.7 8.1
H -3.389 1.192 -0.323 -2.8 -0.4 -7.4
H -2.094 1.085 0.486 1.7 -0.3 -0.7
O -0.015 0.679 0.265 -1.0 0.6 0.9
H 0.423 0.849 -0.566 0.3 0.2 -0.7
H 0.211 -0.220 0.477 0.4 -0.6 0.4
O 1.267 -1.530 1.422 2.6 2.1 0.5
H 0.938 -2.347 1.207 -1.9 -3.2 -0.7
H 2.224 -1.745 1.353 -0.6 0.8 0.2
```
Positions in Å, forces in eV/Å.

The LUMO energy is -0.12 eV. The value obtained for the HOMO-LUMO gap is 10.6 eV.

natural (NBO) population analysis, charges in e, atoms 1 to 4: -0.960, 0.483, 0.476, -0.958

---

No. 5
The following is a quantum chemistry calculation of a cluster of 3 separate species, C3H7NO2 in total, from OMol25.

XYZ file:
```
13
Properties=species:S:1:pos:R:3:forces:R:3
C -0.873 1.267 0.202 0.0 0.1 -0.1
C -0.122 0.401 -0.597 -0.1 -0.1 0.1
N -1.025 -0.506 -1.076 0.1 0.2 0.1
O -0.852 -1.530 -0.291 -0.1 0.1 0.2
C 1.264 -0.010 -0.139 -0.1 0.3 0.1
O 1.794 -1.108 -0.819 -0.1 -0.2 0.0
H -1.883 1.519 -0.119 0.2 -0.1 0.0
H -1.160 0.102 1.110 0.0 0.0 0.0
H -0.395 1.947 0.905 -0.1 -0.1 -0.1
H -1.110 -0.908 0.861 0.1 0.0 -0.2
H 1.244 -0.167 0.956 0.0 0.0 -0.2
H 1.934 0.837 -0.328 -0.1 -0.1 0.0
H 1.183 -1.844 -0.665 0.1 0.1 -0.1
```
Positions in Å, forces in eV/Å.

The LUMO energy (alpha / beta) is -0.23 / -0.23 eV. The value obtained for the HOMO-LUMO gap (alpha / beta) is 8.9 / 8.9 eV.

natural (NBO) population analysis, charges in e, atoms 1 to 4: -0.437, 0.146, -0.041, -0.448

---

Results for F_max: 5.38, 4.03, 8.10, 8.18, 0.28 (in eV/Å, following the order of the records).
Results for ΔE to the lowest compared entry with this formula, charge and spin: 121.34, 117.85, 9.61, 47.66, 172.17 (in kcal per mole, following the order of the records).